[1]
Density functional theory data (the ωB97M-V functional and the def2-TZVPD basis) for 2 unconnected molecules or ions with the total composition C5H13ClO7S2.

ORCA input file:
```
! RIJCOSX wB97M-V def2-TZVPD def2/J DEFGRID3
* xyz 0 1
C -2.221 0.297 1.057
O -1.319 2.817 1.331
O -3.696 2.331 1.684
H 2.314 -2.856 -4.070
H 0.933 0.060 -2.463
H -3.237 -0.096 1.113
H -1.402 -0.922 2.644
C 2.118 -2.105 -3.304
H -1.486 -1.677 1.064
H 2.784 -1.258 -3.482
O -1.988 1.620 3.335
H 0.416 -1.258 -4.322
H 0.439 -0.629 0.213
O 0.603 0.830 1.682
O 2.140 2.604 2.207
H 2.367 -2.527 -2.330
H -2.040 0.541 0.005
O 0.370 -0.709 -2.323
C 0.668 -1.666 -3.338
C -1.239 -0.743 1.581
S 2.203 1.052 1.619
Cl 1.083 2.941 3.472
O 2.566 1.260 0.238
C 0.223 -0.504 1.275
S -2.388 1.825 1.978
H -1.043 2.518 0.455
H 0.005 -2.510 -3.147
H 0.828 -1.236 1.823
*
```

Output
- HOMO level (Ha) = -0.387
- frontier orbital gap (eV) = 10.39
- LUMO energy (eV) = -0.13
- largest force on an atom (eV/A) = 0.31

***

[2]
Density functional theory data (the ωB97M-V functional and the def2-TZVPD basis) for 3 unconnected molecules or ions with the total composition C15H22ClNO10S2.

ORCA input file:
```
! RIJCOSX wB97M-V def2-TZVPD def2/J DEFGRID3
* xyz 0 1
H 4.203 -0.932 -0.649
H -2.608 -4.258 2.798
H 2.305 2.389 -1.554
O -4.785 -5.032 4.320
O -2.285 0.744 -3.201
C 1.594 6.800 0.200
H 4.806 -2.373 -1.858
C -1.145 -2.703 -0.784
S -5.330 -3.592 3.779
O -4.819 -2.556 4.645
H 1.925 -1.182 0.131
Cl 1.634 0.475 -3.900
H 2.503 8.034 -1.361
H -3.477 -2.892 -0.114
H -3.367 -4.970 1.347
H -4.178 -0.575 -1.385
O -6.733 -3.732 3.459
O 3.511 3.914 -0.452
C 0.754 0.879 -2.274
C 3.949 -1.968 -1.171
O 4.345 5.482 1.364
H 2.686 0.637 -0.976
C 1.785 1.408 -1.115
H 1.566 1.080 1.159
H 0.077 1.824 -2.553
S 3.487 5.181 0.240
H 1.900 6.450 -1.925
H 0.515 6.874 0.046
O 3.650 6.375 -0.858
C -4.154 -5.722 3.244
C -2.733 -2.212 -0.708
C 0.040 -1.576 -1.135
H 1.905 7.531 0.954
O -4.491 -3.561 2.381
N 2.574 -1.943 -1.868
C -1.897 -0.082 -2.214
C 2.380 6.980 -1.096
C -3.545 -4.629 2.370
H 3.816 -2.743 -0.279
H -3.403 -6.420 3.621
C -0.285 -0.298 -1.821
H 2.524 -2.808 -2.449
H -4.926 -6.277 2.700
C -3.066 -0.940 -1.411
H -0.081 1.723 0.319
C 1.582 -1.938 -0.728
C 1.088 1.784 0.321
H 1.603 -3.017 -0.231
H 1.473 2.877 0.599
O -0.822 -4.013 -0.601
O 1.948 5.503 0.674
*
```

Output
- HOMO level (Ha) = -0.336
- frontier orbital gap (eV) = 7.26
- SMILES = CC[C@@H](Cl)C1=C(CNC)C(=O)C=CC1=O.O=S1(=O)OCCO1.O=S1(=O)OCCO1
- LUMO energy (eV) = -1.89
- largest force on an atom (eV/A) = 8.56